Here is a cluster of 11 separate species, C11H44O11 in total from the OMol25 dataset. Energies are from the ωB97M-V functional and the def2-TZVPD basis.

The energy above the lowest of the compared OMol25 structures with the same formula, charge and spin is 178.1 kJ/mol. For the total energy, the calculation gives -1272.943423 Eh. As for the structure (SMILES): CO.CO.CO.CO.CO.CO.CO.CO.CO.CO.CO.

Each line ends with the Löwdin charge.
Geometry (Å):
C1 -14.225 -14.527 -4.337  -0.158
O1 -13.737 -15.224 -3.194  -0.120
H1 -13.774 -13.530 -4.420  0.049
H2 -14.012 -15.128 -5.220  0.078
H3 -15.315 -14.374 -4.375  0.083
H4 -14.082 -14.847 -2.382  0.066
C2 -10.516 -9.347 -5.523  -0.153
O2 -11.587 -8.682 -4.860  -0.121
H5 -10.851 -9.937 -6.377  0.054
H6 -9.829 -8.569 -5.854  0.078
H7 -9.945 -10.008 -4.858  0.079
H8 -12.384 -9.226 -4.846  0.017
C3 -14.345 -9.487 -2.819  -0.106
O3 -14.006 -10.157 -4.038  -0.163
H9 -13.499 -8.846 -2.584  0.089
H10 -15.194 -8.817 -2.973  0.088
H11 -14.539 -10.195 -2.017  0.078
H12 -14.789 -10.581 -4.403  0.102
C4 -12.819 -11.995 -6.960  -0.130
O4 -13.414 -11.428 -8.112  -0.124
H13 -12.876 -11.301 -6.104  0.061
H14 -13.318 -12.918 -6.681  0.070
H15 -11.748 -12.189 -7.066  0.068
H16 -12.870 -10.679 -8.407  0.048
C5 -12.064 -12.187 -2.174  -0.101
O5 -11.729 -11.941 -3.563  -0.162
H17 -11.946 -11.232 -1.647  0.084
H18 -13.108 -12.500 -2.082  0.067
H19 -11.372 -12.918 -1.777  0.085
H20 -12.298 -11.212 -3.863  0.032
C6 -11.612 -15.209 -8.347  -0.137
O6 -11.259 -15.822 -9.599  -0.119
H21 -10.873 -14.443 -8.085  0.040
H22 -12.575 -14.719 -8.465  0.069
H23 -11.620 -15.934 -7.533  0.082
H24 -10.796 -16.642 -9.416  0.067
C7 -14.437 -8.307 -7.199  -0.150
O7 -15.227 -7.494 -8.071  -0.113
H25 -14.813 -9.326 -7.249  0.073
H26 -13.392 -8.358 -7.545  0.064
H27 -14.426 -7.930 -6.173  0.074
H28 -14.972 -6.577 -7.944  0.070
C8 -8.877 -12.468 -8.114  -0.156
O8 -8.293 -11.946 -9.302  -0.118
H29 -8.236 -13.139 -7.539  0.083
H30 -9.125 -11.632 -7.466  0.067
H31 -9.820 -12.984 -8.334  0.045
H32 -7.828 -12.647 -9.764  0.073
C9 -15.826 -13.883 -9.911  -0.159
O9 -15.829 -13.026 -8.772  -0.134
H33 -16.080 -14.898 -9.603  0.070
H34 -16.578 -13.543 -10.627  0.071
H35 -14.856 -13.894 -10.412  0.077
H36 -14.967 -12.603 -8.689  0.021
C10 -9.720 -14.766 -4.723  -0.182
O10 -9.845 -13.436 -5.121  -0.138
H37 -10.688 -15.282 -4.629  0.076
H38 -9.137 -15.305 -5.475  0.074
H39 -9.187 -14.885 -3.768  0.078
H40 -10.390 -12.954 -4.469  0.042
C11 -10.577 -8.288 -8.802  -0.141
O11 -11.372 -9.452 -8.912  -0.145
H41 -9.517 -8.574 -8.786  0.089
H42 -10.694 -7.618 -9.656  0.083
H43 -10.815 -7.802 -7.865  0.067
H44 -10.981 -10.030 -9.581  0.098

Cartesian forces, eV/Å:
-0.41 0.38 0.05
-0.10 -0.15 -0.36
0.19 -0.21 -0.11
0.36 0.04 0.08
0.13 -0.22 0.44
-0.13 0.16 -0.10
0.16 -0.01 0.26
0.02 0.01 0.03
-0.02 0.12 -0.09
-0.03 -0.05 -0.13
-0.23 0.01 0.08
0.07 -0.08 -0.11
0.01 0.48 -0.43
0.07 -0.06 0.08
0.12 -0.16 0.17
-0.10 -0.19 0.09
-0.03 -0.01 0.12
0.03 -0.01 -0.06
0.50 0.70 0.59
0.04 -0.29 -0.10
-0.24 -0.15 -0.11
-0.17 -0.05 -0.21
-0.03 -0.20 -0.27
-0.09 -0.06 0.10
0.03 1.17 -0.93
-0.18 -0.28 0.65
0.02 -0.31 0.26
0.12 -0.24 0.05
-0.04 -0.17 -0.02
0.06 -0.30 0.06
0.67 0.02 -0.31
-0.21 0.15 0.32
-0.21 -0.20 0.00
-0.14 -0.14 0.05
-0.29 -0.01 0.00
0.03 0.02 0.00
0.49 0.24 -0.43
0.04 -0.27 0.28
-0.24 0.06 0.10
-0.17 0.09 0.08
-0.17 -0.11 0.01
0.05 0.00 -0.01
-0.49 -0.05 0.02
0.11 0.09 0.16
0.14 0.03 -0.18
0.08 0.16 0.02
0.29 0.09 -0.02
-0.07 -0.07 0.00
-0.05 0.22 0.18
0.00 -0.26 -0.07
0.05 -0.03 -0.03
0.02 -0.01 0.00
0.00 -0.04 0.02
0.07 0.25 -0.05
0.02 -0.90 0.30
-0.19 0.74 0.06
0.08 0.14 -0.01
-0.04 0.12 -0.03
-0.07 0.11 -0.09
0.08 -0.13 -0.38
0.92 -0.16 -0.28
-0.32 -0.54 -0.24
-0.09 0.12 0.19
-0.32 0.10 0.11
-0.17 0.19 0.01
-0.03 0.14 0.13